1.
Formula: C38H44AuN5OS3Sb
Source: OMol25
Level of theory: ωB97M-V with the def2-TZVPD basis set

XYZ file:
```
93
Properties=species:S:1:pos:R:3:forces:R:3
Au 0.370 -0.018 -1.117 -0.1003 -0.9508 -0.9126
N -1.679 2.981 1.210 -0.1369 -0.0426 0.0222
C -2.062 2.393 2.432 0.0575 -0.0385 -0.1451
C -2.678 3.184 3.389 0.0010 0.0026 0.1276
C -3.024 2.642 4.616 -0.0031 -0.0009 0.0070
C -2.747 1.310 4.909 -0.0126 0.0368 0.0196
C -2.132 0.516 3.960 0.1554 -0.0090 -0.0087
C -1.805 1.052 2.715 -0.2845 -0.1107 0.1618
S -1.002 0.026 1.521 0.0036 0.4080 0.2449
N -0.783 1.064 0.259 0.3043 0.3271 0.2659
C -1.096 2.331 0.205 -0.0375 0.0390 -0.0866
C -0.820 3.039 -1.087 -0.0293 -0.2308 0.0033
C -1.206 4.344 -1.334 -0.0325 0.0465 0.0412
C -0.961 4.869 -2.598 -0.0378 0.0696 0.0035
C -0.370 4.070 -3.556 0.0086 -0.0247 -0.0616
C -0.023 2.765 -3.218 -0.0054 0.0743 0.1248
N -0.233 2.270 -2.007 0.0347 0.3638 -0.1090
H -1.878 3.963 1.098 0.0034 0.0116 0.0005
H -2.878 4.229 3.180 0.0041 -0.0191 -0.0059
H -3.502 3.269 5.358 -0.0007 -0.0077 -0.0156
H -3.005 0.899 5.875 0.0244 0.0066 -0.0111
H -1.899 -0.519 4.184 -0.0237 0.0234 -0.0080
H -1.694 4.966 -0.595 0.0218 -0.0047 -0.0170
H -1.243 5.888 -2.826 0.0088 -0.0117 0.0047
H -0.175 4.444 -4.553 0.0003 -0.0011 0.0138
H 0.438 2.099 -3.937 0.0165 0.0208 0.0143
C 5.424 -0.462 1.173 0.0112 -0.0320 0.0186
C 4.362 -0.166 2.216 0.0315 -0.0180 0.0047
S 2.725 -0.782 1.779 0.0048 -0.1053 -0.0752
O 2.540 -0.513 0.294 0.0661 0.1614 0.1986
C 3.007 -2.584 1.942 -0.0236 -0.0097 -0.0294
C 3.059 -3.293 0.598 -0.0309 -0.0258 0.0195
H 6.370 -0.026 1.490 -0.0074 -0.0046 -0.0027
H 5.157 -0.022 0.213 0.0000 -0.0056 0.0127
H 5.580 -1.534 1.046 0.0028 0.0184 -0.0011
H 4.229 0.905 2.377 0.0257 -0.0009 -0.0369
H 4.586 -0.621 3.184 -0.0168 0.0551 0.0138
H 2.175 -2.951 2.546 0.0302 -0.0134 -0.0040
H 3.922 -2.727 2.516 -0.0050 0.0061 -0.0039
H 2.118 -3.191 0.055 0.0238 0.0236 -0.0023
H 3.245 -4.354 0.768 -0.0175 0.0136 0.0067
H 3.862 -2.909 -0.028 0.0140 -0.0013 -0.0001
N 3.376 -1.136 -2.294 -0.0240 -0.0168 0.0180
C 2.457 -1.632 -3.102 -0.0174 -0.0533 -0.0608
N 2.817 -2.153 -4.272 0.0105 0.0232 0.0578
S 0.768 -1.652 -2.721 0.3954 0.0618 -0.0136
H 4.345 -1.122 -2.573 0.0013 -0.0061 -0.0046
H 3.143 -0.892 -1.326 -0.0170 0.0182 -0.0165
H 3.783 -2.244 -4.546 -0.0018 -0.0205 0.0117
H 2.116 -2.488 -4.911 -0.0158 0.0334 -0.0164
C -4.621 -3.933 -0.501 0.0191 0.0048 0.0539
C -4.965 -3.164 0.748 -0.0042 -0.0111 0.0232
C -6.124 -3.463 1.462 0.0025 -0.0159 -0.0418
C -6.472 -2.770 2.611 -0.0225 -0.0054 0.0059
C -5.668 -1.741 3.082 -0.0342 -0.0123 0.0112
C -4.508 -1.423 2.397 -0.1372 -0.1091 -0.0402
C -4.165 -2.130 1.253 0.0222 -0.0883 -0.0058
Sb -2.403 -1.731 0.183 -0.4096 -0.4210 0.1487
C -1.189 -3.432 0.302 0.3425 -0.1018 0.2136
C -0.916 -4.160 -0.858 -0.0398 0.0892 0.0919
C -0.240 -5.365 -0.778 0.0243 -0.0268 -0.0262
C 0.170 -5.840 0.457 0.0003 -0.0256 0.0179
C -0.094 -5.112 1.608 0.0531 0.0051 -0.0465
C -0.766 -3.894 1.565 -0.1081 -0.0420 -0.1297
C -1.033 -3.178 2.861 -0.2368 -0.0881 -0.0348
C -2.944 -0.942 -1.665 0.0050 0.3896 -0.2151
C -2.554 -1.562 -2.854 -0.0030 0.0486 0.0900
C -3.000 -1.065 -4.065 -0.0194 0.0257 -0.0025
C -3.811 0.061 -4.087 -0.0064 0.0066 0.0197
C -4.181 0.682 -2.903 0.0028 -0.0037 -0.0550
C -3.760 0.201 -1.668 -0.0660 -0.0990 0.0770
C -4.241 0.876 -0.409 -0.0583 -0.0853 -0.0973
H -5.391 -4.668 -0.726 -0.0058 0.0104 -0.0022
H -3.680 -4.479 -0.393 -0.0230 -0.0074 0.0081
H -4.544 -3.275 -1.372 -0.0120 0.0039 -0.0096
H -6.765 -4.258 1.101 0.0056 0.0158 0.0096
H -7.381 -3.031 3.137 0.0139 0.0035 -0.0099
H -5.946 -1.192 3.972 0.0171 -0.0069 -0.0195
H -3.889 -0.621 2.747 0.1130 0.2352 0.1139
H -1.241 -3.820 -1.827 0.0004 0.0136 -0.0189
H -0.046 -5.933 -1.678 -0.0045 0.0099 0.0081
H 0.691 -6.786 0.528 -0.0160 0.0100 0.0092
H 0.219 -5.503 2.569 0.0069 0.0237 -0.0161
H -0.524 -3.674 3.685 -0.0065 -0.0030 -0.0056
H -2.101 -3.170 3.104 0.0261 0.0341 -0.0382
H -0.668 -2.153 2.840 0.0902 0.1371 0.0349
H -1.910 -2.425 -2.856 0.0077 -0.0073 -0.0079
H -2.713 -1.555 -4.986 0.0026 0.0001 0.0117
H -4.162 0.455 -5.032 -0.0032 -0.0029 0.0113
H -4.825 1.552 -2.935 0.0164 -0.0055 0.0045
H -4.656 1.857 -0.635 0.0370 0.0109 0.0103
H -3.438 1.018 0.316 0.0180 0.0012 0.0971
H -5.028 0.296 0.078 0.0094 0.0099 -0.0174
```
Positions in Å, forces in eV/Å.

Properties
Frontier orbital gap: 6.34 eV
Charge: +3

These are the Mulliken partial charges, in e, on atoms 1 to 8: Au 1.061; N 0.155; C -0.052; C -0.979; C -0.845; C -0.785; C -0.853; C 1.305



2.
Formula: C38H44BrN6O2Si3Ti
Source: OMol25
Level of theory: ωB97M-V with the def2-TZVPD basis set

XYZ file:
```
95
Properties=species:S:1:pos:R:3:forces:R:3
Ti -0.101 0.157 0.013 1.0199 -0.4037 -0.9070
Br 3.489 6.881 -1.626 -0.1191 -0.1919 0.1243
C 2.551 5.434 -0.876 0.0039 0.0901 -0.0746
C 3.244 4.378 -0.296 0.1075 0.1201 -0.0782
C 2.558 3.290 0.212 -0.0788 -0.2130 0.2292
C 1.167 3.258 0.172 0.4764 0.5484 -0.2060
C 0.477 4.354 -0.350 -0.1784 -0.4008 -0.0037
C 1.160 5.425 -0.892 0.1587 0.1365 -0.0235
N 0.420 2.185 0.769 -0.5922 -0.4203 0.4756
C -0.307 2.548 1.770 0.3306 0.2205 -0.1240
C -1.289 1.723 2.448 -0.2156 -0.1866 0.3184
C -1.867 2.184 3.625 0.1433 0.0596 -0.1982
C -2.822 1.401 4.260 -0.0601 -0.1678 -0.0216
C -3.182 0.201 3.670 0.0391 0.1445 0.1502
C -2.555 -0.188 2.493 -0.0522 -0.2328 -0.2171
N -1.621 0.540 1.888 0.2419 0.1442 -0.4829
H 4.323 4.416 -0.233 -0.0052 -0.0325 -0.0217
H 3.124 2.496 0.684 -0.0199 0.0044 -0.0519
H -0.607 4.353 -0.346 -0.0128 0.0072 -0.0147
H 0.620 6.267 -1.304 -0.0080 -0.0225 -0.0084
H -0.199 3.562 2.153 0.0509 0.0299 -0.0445
H -1.576 3.146 4.028 0.0156 -0.0186 0.0167
H -3.275 1.721 5.188 -0.0173 0.0243 -0.0163
H -3.944 -0.426 4.111 0.0226 -0.0446 -0.0171
H -2.823 -1.126 2.017 0.0131 0.0255 -0.0071
C -2.434 -0.694 -3.419 0.4951 0.1901 -0.0459
Si -1.148 -1.553 -2.331 -0.6473 0.0904 0.0126
C -0.754 -3.183 -3.184 0.0824 0.1649 0.3233
C -2.117 -1.555 -0.656 -0.0366 0.1972 -0.9060
C 0.466 -0.617 -1.758 -0.5314 0.1334 0.7834
Si 2.218 -1.499 -1.595 0.8133 0.2265 0.3639
C 2.822 -1.768 -3.356 -0.2321 0.2270 0.1435
C 3.137 -0.110 -0.649 -0.0970 -0.3549 -0.2631
C 2.706 -3.031 -0.617 -0.6201 0.0296 -0.2459
Si 0.692 0.823 -3.011 -0.0707 0.7580 -0.2019
C 2.219 1.914 -3.021 -0.0615 -0.4001 0.1207
C 0.325 0.396 -4.807 -0.0390 -0.1887 0.2419
C -0.748 1.877 -2.300 0.2944 -0.1446 -0.3665
C -1.296 2.939 -3.008 -0.1184 0.0093 0.0474
C -2.455 3.553 -2.565 0.0294 -0.0910 0.0304
C -3.038 3.087 -1.388 0.0361 -0.0149 -0.0332
C -2.433 2.055 -0.705 -0.2077 0.0691 0.0032
N -1.302 1.456 -1.136 -0.4912 0.2276 -0.1385
H -3.311 -1.348 -3.451 0.0626 -0.1223 0.1176
H -2.111 -0.562 -4.450 -0.0849 -0.0618 0.0401
H -2.773 0.271 -3.037 -0.0120 -0.0389 -0.0149
H -1.024 -3.104 -4.238 0.0017 0.0953 0.0020
H -1.340 -4.008 -2.773 -0.0309 0.0172 -0.0868
H 0.303 -3.448 -3.135 -0.0341 -0.0972 0.0596
H -3.012 -0.936 -0.720 0.0873 0.1614 -0.0428
H -1.477 -1.177 0.162 -0.8354 -0.5914 0.5317
H -2.420 -2.556 -0.354 0.1353 0.1376 0.2089
H 2.624 -0.929 -4.025 0.0959 -0.0495 -0.0369
H 2.376 -2.658 -3.804 -0.0362 0.0041 0.0317
H 3.902 -1.932 -3.338 0.0169 0.0336 0.0733
H 3.914 0.355 -1.259 -0.0790 0.1351 0.0054
H 3.625 -0.508 0.241 -0.0505 -0.0225 0.0248
H 2.445 0.689 -0.347 0.1670 0.0983 -0.0211
H 2.335 -3.969 -1.032 -0.0314 -0.0246 0.0179
H 2.442 -2.985 0.436 -0.0415 0.0357 0.0576
H 3.798 -3.065 -0.681 -0.0031 0.0932 -0.0945
H 3.074 1.395 -3.461 -0.0302 0.0139 -0.0267
H 2.517 2.295 -2.052 0.0210 0.0492 0.0809
H 2.005 2.775 -3.661 -0.1001 -0.0487 -0.0488
H 1.046 0.887 -5.462 0.0907 0.0087 0.0910
H -0.670 0.723 -5.109 0.0461 0.0283 0.0144
H 0.395 -0.678 -4.993 -0.0411 0.0186 -0.0503
H -0.823 3.254 -3.930 -0.0332 0.0009 -0.0113
H -2.916 4.354 -3.129 0.0254 0.0275 0.0187
H -3.952 3.518 -1.004 -0.0167 -0.0360 -0.0150
H -2.883 1.678 0.202 0.0684 -0.0252 0.0132
O -1.087 -3.089 6.879 -0.1514 0.0608 -0.1258
N -0.924 -2.184 6.106 0.4997 0.1596 0.2319
O -1.027 -0.988 6.352 -0.2114 -0.2587 -0.0349
C -0.551 -2.511 4.718 -0.1867 -0.1412 -0.2570
C -1.027 -3.645 4.174 -0.0207 0.0292 0.2949
C -0.848 -3.891 2.780 0.1243 0.2047 -0.1989
C -1.212 -5.112 2.187 -0.0229 0.0354 -0.0024
C -1.037 -5.268 0.837 -0.0297 -0.0197 0.0517
C -0.570 -4.176 0.096 0.1997 -0.0052 -0.0196
N -0.227 -3.015 0.622 0.4860 -0.1763 0.1357
C -0.311 -2.881 1.955 -0.1298 -0.1473 0.0137
C 0.255 -1.693 2.557 0.0757 -0.0522 0.4143
N 0.890 -0.758 1.775 -0.0360 0.1007 0.1756
C 1.683 0.119 2.400 0.2445 -0.0900 -0.0863
C 1.825 0.205 3.776 0.0162 -0.0462 0.1322
C 1.042 -0.596 4.571 0.0361 0.1806 -0.1122
C 0.231 -1.570 3.962 -0.0024 0.0605 -0.2124
H -1.559 -4.361 4.790 -0.0054 0.0268 0.0187
H -1.605 -5.911 2.803 0.0003 -0.0127 -0.0159
H -1.257 -6.204 0.343 -0.0350 0.0138 -0.0095
H -0.469 -4.257 -0.978 0.0451 -0.0808 0.0696
H 2.268 0.779 1.775 -0.1132 0.0019 -0.0086
H 2.526 0.905 4.208 -0.0068 0.0246 -0.0449
H 1.077 -0.496 5.646 0.0043 -0.0579 -0.0149
```
Positions in Å, forces in eV/Å.

Properties
Frontier orbital gap: 5.65 eV
Charge: +3
ΔE to the lowest compared entry with this formula, charge and spin: 148.0 kJ/mol

These are the Mulliken partial charges, in e, on atoms 1 to 8: Ti -1.486; Br -0.077; C -0.303; C -0.706; C -0.580; C -0.827; C -0.011; C -0.778



Question: Which formula does entry 1 have?
Answer: C38H44AuN5OS3Sb